1.
Formula: C6H8S
Source: OMol25
Level of theory: the ωB97M-V functional and the def2-TZVPD basis

XYZ file:
```
15
Properties=species:S:1:pos:R:3:forces:R:3
C -1.88123 0.09847 -0.96572 -1.86 0.33 0.46
H 1.72087 -2.05769 1.13783 -0.18 0.86 -1.07
C 0.78733 -0.41782 -0.20745 -2.04 -2.71 -1.31
S -1.68404 -2.73684 -0.65432 0.41 1.23 0.02
H -1.35277 2.28495 -0.70263 0.73 -1.30 0.15
H 2.14574 -0.33655 1.44430 0.41 -0.20 -0.50
C 0.33794 0.99424 -0.27018 -1.83 -2.07 -0.62
H 1.43145 -0.80535 -1.04804 -0.93 0.74 0.43
H -2.85209 0.18375 -0.36854 1.31 -0.22 0.13
C -1.19999 -1.20208 -0.67036 2.37 0.38 0.21
H 0.68590 -0.96165 2.03626 0.65 0.09 -2.35
C -0.93092 1.23741 -0.61279 -0.81 1.18 -0.73
C 1.36572 -1.00301 1.04932 -1.30 0.14 3.95
H 1.03462 1.73778 -0.11325 1.26 1.74 0.51
H -2.48030 0.17171 -1.94910 1.81 -0.20 0.71
```
Positions in Å, forces in eV/Å.

Values from the calculation:
M: 112.2 g/mol
Kohn-Sham gap: 7.9164 eV
Energy relative to the best compared isomer or geometry (same formula, charge and spin): 3.261 eV
HOMO: -7.842 eV
Charge: 0



2.
Formula: C6H8S
Source: OMol25
Level of theory: the ωB97M-V functional and the def2-TZVPD basis

XYZ file:
```
15
Properties=species:S:1:pos:R:3:forces:R:3
C -2.38676 1.00638 0.21305 0.72 0.36 -1.51
H -0.39241 -1.16886 1.25309 -1.28 -0.48 0.40
H -1.62839 -2.00942 0.16964 -0.91 -2.11 0.30
H 0.32283 -2.55696 -0.67269 0.49 -0.49 -0.23
H 2.03025 2.64959 -0.02093 -1.48 2.09 0.43
H 0.43794 -1.06764 -1.50883 -0.56 1.00 -1.67
H -2.37147 1.85871 -0.50875 -0.12 -0.76 0.36
H -2.97266 1.15966 1.06622 -0.99 0.35 1.44
C 1.73250 0.59606 0.25201 -0.68 0.82 -0.09
C 2.38691 1.68754 -0.00918 0.51 -1.42 -0.13
C -1.69198 -0.07113 0.04122 0.48 1.42 -0.48
S 1.80346 -1.04055 0.36013 0.30 -1.10 -0.10
C 0.26809 -1.48497 -0.57198 1.77 -1.37 1.03
C -0.92318 -1.25662 0.28685 0.29 2.18 0.64
H 3.38485 1.69819 -0.34982 1.45 -0.49 -0.39
```
Positions in Å, forces in eV/Å.

Values from the calculation:
M: 112.2 g/mol
⟨S²⟩: 2.02
Kohn-Sham gap (spin up / spin down): 8.0722 / 8.9172 eV
Energy relative to the best compared isomer or geometry (same formula, charge and spin): 3.887 eV
Spin multiplicity: 3
HOMO (spin up / spin down): -7.208 / -9.113 eV
Charge: 0



3.
Formula: C6H8S2
Source: OMol25
Level of theory: the ωB97M-V functional and the def2-TZVPD basis

XYZ file:
```
16
Properties=species:S:1:pos:R:3:forces:R:3
C -0.65968 -0.41855 -0.42686 0.23 -0.56 -0.02
C 1.49915 0.32894 -1.21346 -0.31 -0.53 -0.78
H -2.43672 0.35739 0.89046 -0.11 0.47 0.52
S 1.91017 -0.83024 0.20544 -0.61 0.38 -0.55
H 0.21608 2.77376 0.35009 -0.04 0.01 0.30
C 0.17172 -0.60793 0.85803 0.03 1.36 0.20
H -0.14325 -1.37488 1.57129 0.23 0.03 -0.38
C 0.10820 1.69943 0.37983 0.09 -1.15 -0.05
C 0.19198 0.84143 1.41796 -0.17 -0.31 -1.04
H -0.43677 1.34192 -1.75797 0.11 0.15 -0.27
H -0.51337 -1.26110 -1.12038 0.08 0.31 0.16
H 1.44876 -0.27108 -2.16259 0.14 0.46 0.91
S -2.46981 -0.41910 -0.17175 0.48 -0.12 -0.48
H 2.26536 1.10471 -1.36528 -0.32 -0.24 0.40
C 0.05398 0.87182 -0.91817 0.15 -0.45 1.24
H 0.36225 1.02795 2.47133 0.02 0.22 -0.16
```
Positions in Å, forces in eV/Å.

Values from the calculation:
M: 144.3 g/mol
Kohn-Sham gap: 9.3450 eV
Energy relative to the best compared isomer or geometry (same formula, charge and spin): 0.715 eV
SMILES string: S[C@@H]1[C@@H]2C=C[C@H]1CS2
HOMO: -8.491 eV
Charge: 0



4.
Formula: C6H8Si
Source: OMol25
Level of theory: the ωB97M-V functional and the def2-TZVPD basis

XYZ file:
```
15
Properties=species:S:1:pos:R:3:forces:R:3
H -1.47986 -1.69112 -3.13515 -0.33 -0.18 -0.08
C -1.43550 -1.28104 -2.15545 1.15 3.70 6.69
H 1.54421 1.85491 -0.27749 -0.34 -0.15 0.07
H -0.09487 2.46333 -0.59271 0.28 -0.43 -0.13
C -1.52802 0.58360 2.73310 0.18 -0.08 -0.06
C -1.05675 0.21012 1.69069 -0.27 0.80 1.11
H 2.03199 -0.89726 -0.40445 0.42 0.05 -0.83
C 1.28558 -1.15390 0.31341 -0.52 -0.37 1.02
H -1.87890 0.92884 3.66924 -0.26 -0.01 0.23
C 0.55930 1.57431 -0.68559 -0.22 0.68 0.46
H 0.72238 1.37521 -1.75513 -0.24 -0.14 0.33
H 0.94354 -2.18317 0.17168 0.09 0.12 -0.16
C -1.26325 -0.68264 -1.01275 -1.77 -4.27 -8.09
H 1.80905 -1.14288 1.27242 -0.21 0.19 0.15
Si -0.15890 0.04166 0.16816 2.03 0.09 -0.72
```
Positions in Å, forces in eV/Å.

Values from the calculation:
M: 108.2 g/mol
Kohn-Sham gap: 10.7877 eV
Energy relative to the best compared isomer or geometry (same formula, charge and spin): 1.637 eV
SMILES string: C#C[Si](C)(C)C#C
HOMO: -9.858 eV
Charge: 0



5.
Formula: C6H9B
Source: OMol25
Level of theory: the ωB97M-V functional and the def2-TZVPD basis

XYZ file:
```
16
Properties=species:S:1:pos:R:3:forces:R:3
H 0.33846 1.49853 -0.48150 0.01 0.10 -2.38
C -2.09707 -1.69906 -1.65143 2.73 -0.52 -0.81
C -0.84718 -0.19499 0.23788 -0.67 0.63 0.33
C -1.73211 -1.14522 1.04686 -0.35 0.89 -1.53
H -2.46998 -2.63490 -1.39709 -0.86 -1.77 0.45
H -1.37309 -1.88633 -2.49758 -0.61 0.72 0.90
H -1.22306 -1.93371 1.48127 0.99 -1.69 1.04
H -2.69012 -0.96768 1.54669 0.26 0.72 -0.24
C -0.05023 0.92568 0.29664 0.42 -0.08 0.59
B 2.95566 1.47786 0.63377 -0.21 -0.24 0.26
H -2.88251 -1.10224 -1.92964 -2.13 1.35 -1.42
C 4.09978 2.21308 0.81751 0.88 0.27 -0.60
H 5.01817 2.29081 1.41234 -0.81 -0.15 -0.10
H 0.35816 1.48916 1.10553 -0.65 -0.51 1.63
C -1.59016 -1.06542 -0.45551 1.06 0.32 1.49
H 4.18528 2.73443 -0.16574 -0.07 -0.06 0.39
```
Positions in Å, forces in eV/Å.

Values from the calculation:
M: 91.9 g/mol
Kohn-Sham gap (spin up / spin down): 8.5602 / 6.2907 eV
Energy relative to the best compared isomer or geometry (same formula, charge and spin): 7.574 eV
HOMO (spin up / spin down): -9.009 / -7.670 eV
Charge: 0



6.
Formula: C6H9B
Source: OMol25
Level of theory: the ωB97M-V functional and the def2-TZVPD basis

XYZ file:
```
16
Properties=species:S:1:pos:R:3:forces:R:3
H -0.26754 -0.06181 -1.96126 -0.37 1.09 0.31
C -0.80503 1.07435 -0.00923 -1.09 0.56 -0.74
H 1.50770 -0.60587 1.26018 -0.19 -0.65 0.60
H -2.67593 -1.60581 0.77378 0.62 1.47 -0.87
B 1.48628 0.35937 -0.72185 -0.09 -1.71 1.77
C 2.18878 -0.06726 0.64149 1.20 -0.21 -1.51
H 2.15757 0.92908 -1.52345 -0.50 0.19 -0.28
H 2.49213 0.81725 1.16063 0.05 0.96 0.50
H -0.96966 -2.14030 -0.95278 0.50 -1.13 -0.37
C -0.98674 -1.20214 -0.48033 1.35 1.02 0.14
H -2.64216 1.19768 1.18707 1.38 -1.25 -0.53
C -0.08760 -0.02120 -0.86355 -0.87 0.64 -0.17
C -1.98075 -0.82279 0.32218 -1.17 -2.93 1.39
H 3.20770 -0.56875 0.52076 -1.44 0.21 -0.04
C -1.86559 0.54154 0.66310 -0.27 2.46 0.05
H -0.75916 2.17667 -0.01673 0.87 -0.73 -0.25
```
Positions in Å, forces in eV/Å.

Values from the calculation:
M: 91.9 g/mol
Kohn-Sham gap: 9.2025 eV
Energy relative to the best compared isomer or geometry (same formula, charge and spin): 0.988 eV
SMILES string: CBC1C=CC=C1
HOMO: -8.514 eV
Charge: 0



7.
Formula: C6H9BClNO3
Source: OMol25
Level of theory: the ωB97M-V functional and the def2-TZVPD basis

XYZ file:
```
21
Properties=species:S:1:pos:R:3:forces:R:3
H -0.77324 -2.36649 1.42621 -0.12 -0.11 -0.09
C -2.34482 1.85443 0.63382 -0.65 -0.29 -0.22
H 3.04080 -0.97762 1.01995 0.09 0.01 0.10
C -0.04242 -0.60540 -1.49289 0.11 0.07 -0.04
B 2.06835 0.21638 -0.22736 -0.33 -0.16 -0.53
Cl -1.50885 -2.87555 -1.36475 -0.36 -0.41 -0.36
O 2.84294 1.31848 -0.07548 0.17 0.64 -0.10
C 0.90700 0.30252 -1.27961 0.32 0.11 0.00
H -2.78605 2.83715 0.78226 0.14 -0.06 0.03
H -2.31130 1.61294 -0.43098 0.06 0.00 0.10
H 0.90486 1.19048 -1.90217 -0.06 0.03 -0.11
H -2.92208 1.09037 1.15785 0.09 0.06 -0.01
O 2.30338 -0.96450 0.40801 0.06 -0.45 0.18
C -0.33059 0.82576 1.26209 0.31 -2.11 -0.58
H -0.79170 -0.46620 -2.26124 -0.04 0.07 -0.08
C -0.21100 -1.83168 -0.65804 0.41 0.04 0.77
O -1.01007 1.91555 1.15606 0.15 1.23 0.57
C -0.58099 -1.53445 0.76572 1.53 -5.70 -1.98
H 3.56450 1.25950 0.55024 0.12 -0.03 0.14
H 0.69347 -2.44841 -0.66828 -0.24 -0.02 -0.17
N -0.71219 -0.35327 1.19859 -1.75 7.08 2.38
```
Positions in Å, forces in eV/Å.

Values from the calculation:
M: 189.4 g/mol
⟨S²⟩: 2.01
Kohn-Sham gap (spin up / spin down): 5.6012 / 8.5655 eV
Spin multiplicity: 3
HOMO (spin up / spin down): -5.336 / -9.938 eV
Charge: 0



8.
Formula: C6H9Br
Source: OMol25
Level of theory: the ωB97M-V functional and the def2-TZVPD basis

XYZ file:
```
16
Properties=species:S:1:pos:R:3:forces:R:3
H 2.17793 -2.09698 -2.34439 -1.54 2.28 -0.88
H -1.82374 0.30674 3.24148 0.68 0.41 -0.07
H 2.34727 -0.29902 -2.85241 -0.48 -0.82 -0.24
C 0.07646 -0.27052 -0.79386 -1.40 1.05 2.90
C -1.40767 1.07758 2.55013 1.06 0.95 3.06
H 2.12889 -0.45736 -0.37507 -0.72 -0.17 -0.48
C 1.31712 -0.59403 -1.11887 -0.65 0.52 1.01
H 0.67757 0.19292 1.15657 0.35 0.50 0.41
C 1.60261 -1.03597 -2.45435 2.42 -1.71 -1.16
H 0.65545 -1.00769 -3.04255 1.25 -0.59 0.08
H -0.31281 1.44512 2.86432 -2.57 -0.90 -0.30
H -2.13193 1.90369 2.69245 0.57 -0.14 -0.42
Br -1.44902 -0.32533 -1.92742 0.14 -0.13 -0.18
C -1.35175 0.53319 1.23077 -1.93 -0.31 -3.47
H -2.25979 0.39451 0.57013 0.61 0.40 1.21
C -0.24658 0.23317 0.60309 2.21 -1.32 -1.48
```
Positions in Å, forces in eV/Å.

Values from the calculation:
M: 161.0 g/mol
Kohn-Sham gap: 9.3735 eV
Energy relative to the best compared isomer or geometry (same formula, charge and spin): 1.171 eV
SMILES string: C/C=C(Br)/C=C/C
HOMO: -8.549 eV
Charge: 0



9.
Formula: C6H9BrClO3P
Source: OMol25
Level of theory: the ωB97M-V functional and the def2-TZVPD basis

XYZ file:
```
21
Properties=species:S:1:pos:R:3:forces:R:3
H -1.82231 -1.59421 0.87569 -0.08 -0.29 0.22
C -0.48203 1.47733 0.40893 0.34 0.26 0.50
C -0.88859 0.32893 1.31037 0.72 -0.09 -0.57
C 2.72588 -0.33117 0.41940 0.23 0.03 0.07
H -0.82615 1.32063 -0.59373 -0.42 0.03 -0.67
H -0.88139 2.40771 0.78822 -0.13 0.33 0.07
H -1.10688 -0.75323 -0.53599 0.31 -0.41 -0.38
O -0.84447 0.85042 -3.87089 -0.07 -0.13 0.14
H 3.52718 0.08899 -0.15923 0.17 0.59 -0.10
H 0.59724 1.57225 0.43308 0.34 -0.09 -0.13
H 2.73516 -0.21776 1.48694 0.39 -0.32 0.43
C -1.22199 0.41140 -2.73504 -0.02 -0.12 0.30
C -0.96706 -1.00631 0.57011 -0.49 0.75 0.40
H -0.16941 0.28383 2.11874 -0.28 -0.11 0.63
Br -2.61585 0.78198 2.10077 -0.42 -0.13 0.46
O -2.20254 0.94534 -2.06296 0.46 -0.33 -0.34
O -0.57772 -0.61367 -2.16409 -0.21 0.50 -0.22
C 1.73136 -0.93615 -0.19925 -0.08 0.25 0.26
Cl 1.18021 -2.20000 2.53310 0.06 0.30 0.42
H 1.60116 -0.79488 -1.26103 -0.26 -0.43 -0.47
P 0.50820 -2.02142 0.53686 -0.55 -0.59 -1.02
```
Positions in Å, forces in eV/Å.

Values from the calculation:
M: 275.5 g/mol
Kohn-Sham gap: 3.8868 eV
HOMO: 1.033 eV
Charge: -2



10.
Formula: C6H9BrN2S
Source: OMol25
Level of theory: the ωB97M-V functional and the def2-TZVPD basis

XYZ file:
```
19
Properties=species:S:1:pos:R:3:forces:R:3
H -1.16159 -1.49523 1.10027 0.03 1.10 0.36
H -0.90346 0.95491 -1.97280 -0.20 -0.72 2.32
Br 1.69416 -3.54319 1.15995 -0.10 0.10 -1.57
H 1.06358 1.52398 -0.09016 0.48 0.09 0.72
N 1.63945 -3.95690 -1.67312 2.15 -1.79 5.09
H 0.52449 -1.09084 1.59427 -1.00 0.60 0.01
C 1.34201 -3.10595 -0.67665 1.94 -3.58 0.72
C 1.25079 0.46497 -0.33362 0.04 2.85 -1.95
H -1.71521 -0.48546 -1.57031 -0.04 0.16 1.12
C -1.18314 0.31458 -1.01296 -1.26 1.59 -3.39
H 1.63100 0.64018 -1.36695 -0.60 -0.68 0.27
S 0.44110 -2.15597 -2.74279 -2.09 3.19 -0.58
H 2.06632 0.04154 0.18574 0.49 -0.48 1.06
H -0.65806 0.34345 1.53594 -0.57 -1.09 1.21
N 1.26549 -3.57361 -2.80178 0.58 -1.48 -3.53
C -0.41533 -0.67532 1.15616 1.20 0.70 -0.98
C 0.54015 -2.05545 -1.05032 -3.67 5.62 0.33
H -1.86373 0.87256 -0.32434 0.22 -0.30 -0.85
C -0.06519 -0.15276 -0.22896 2.40 -5.88 -0.36
```
Positions in Å, forces in eV/Å.

Values from the calculation:
M: 221.1 g/mol
⟨S²⟩: 2.02
Kohn-Sham gap (spin up / spin down): 5.7395 / 6.2876 eV
Spin multiplicity: 3
HOMO (spin up / spin down): -5.440 / -9.314 eV
Charge: 0



11.
Formula: C6H9BrN3O2
Source: OMol25
Level of theory: the ωB97M-V functional and the def2-TZVPD basis

XYZ file:
```
21
Properties=species:S:1:pos:R:3:forces:R:3
O -1.61920 1.58104 1.76205 0.45 0.10 -0.31
C -0.53538 1.30399 -0.28217 -0.56 1.38 -0.21
C 1.07689 -1.68566 1.91980 -2.06 -2.87 0.47
C 1.37737 -0.19476 -1.51565 -0.53 -1.96 2.22
Br -2.75931 -0.81000 -1.07468 0.26 -0.22 -0.54
N 0.05627 0.40806 0.45107 3.43 -3.43 0.06
N 1.48305 -1.39648 0.59908 -0.51 1.00 -0.34
O -2.41670 2.60268 0.03876 0.74 -0.08 0.06
H 1.05369 -0.87264 2.56254 0.27 1.70 1.21
H 1.10885 1.11438 -3.19048 -0.43 -0.82 0.58
H -3.70255 -0.79867 -0.04485 -0.48 -0.01 0.49
C 0.76182 0.77123 -2.19178 0.65 2.11 -2.16
C 0.97584 -0.43326 -0.16170 -0.52 0.80 0.81
H -0.77742 2.31422 -1.98327 -1.06 1.83 -1.71
H 2.00548 -0.96988 -1.89740 0.67 0.16 -0.60
C -0.20765 1.56139 -1.59529 -0.82 -0.85 3.38
H 1.63424 -2.48439 2.38239 1.01 0.16 -0.11
H -0.09477 0.29568 1.47299 -0.52 0.44 -1.04
H 2.09038 -2.02055 0.17024 1.26 -1.13 -0.84
H 0.07638 -2.20039 1.98753 0.34 0.89 -0.51
N -1.58729 1.91403 0.59082 -1.59 0.79 -0.90
```
Positions in Å, forces in eV/Å.

Values from the calculation:
M: 235.1 g/mol
Kohn-Sham gap: 8.4048 eV
Energy relative to the best compared isomer or geometry (same formula, charge and spin): 2.609 eV
HOMO: -13.470 eV
Charge: +1



12.
Formula: C6H9BrO
Source: OMol25
Level of theory: the ωB97M-V functional and the def2-TZVPD basis

XYZ file:
```
17
Properties=species:S:1:pos:R:3:forces:R:3
C -0.95598 -0.84163 1.58575 0.31 -0.26 0.20
C 1.20501 -0.08985 0.34756 -0.02 -0.05 -0.52
H -1.16986 0.21019 1.74979 -0.02 -0.01 -0.03
H -1.88129 -1.35701 1.34717 -0.17 -0.02 -0.03
H 2.12710 -0.68206 0.33896 0.01 0.00 0.17
C 1.20288 0.69374 -1.00140 0.09 -0.27 0.20
H 0.21003 2.51661 -1.67558 -0.28 0.04 -0.12
H -0.57116 -1.25129 2.52746 0.01 -0.13 0.10
C 0.04705 -0.99436 0.49967 -1.14 1.28 -0.99
O 0.05094 -2.07570 -0.29547 0.34 -0.09 0.19
C -0.01715 1.53855 -1.25057 0.25 0.28 0.01
C -1.22245 1.10221 -0.98142 0.44 -0.97 0.69
H -0.76964 -2.57850 -0.23194 -0.03 0.14 0.13
H 2.09303 1.32258 -1.02272 0.09 -0.03 -0.03
Br -2.87469 1.90807 -1.30390 0.01 0.09 -0.02
H 1.29364 -0.03622 -1.80963 0.13 0.00 -0.01
H 1.23256 0.61468 1.17627 -0.02 -0.02 0.05
```
Positions in Å, forces in eV/Å.

Values from the calculation:
M: 177.0 g/mol
Kohn-Sham gap (spin up / spin down): 8.5090 / 6.0773 eV
Energy relative to the best compared isomer or geometry (same formula, charge and spin): 2.741 eV
HOMO (spin up / spin down): -7.897 / -6.606 eV
Charge: 0